Entry 1:
# C16H18N2O3S2

One molecule with the formula C16H18N2O3S2 (ωB97M-V with the def2-TZVPD basis set, OMol25).

Last column: Löwdin charge in e.
Element x y z (Å)
C (3.7393, -1.6136, -1.2252)  -0.02
C (3.9107, -0.2791, -0.5671)  -0.22
C (4.9410, 0.5781, -0.9276)  -0.04
C (5.0918, 1.8100, -0.3145)  -0.08
C (4.2125, 2.2026, 0.6793)  -0.08
C (3.1797, 1.3599, 1.0515)  -0.03
C (3.0206, 0.1303, 0.4276)  -0.13
C (1.9301, -0.7910, 0.8859)  -0.44
O (2.0770, -1.5522, 1.8238)  0.08
N (0.7801, -0.7365, 0.1698)  -0.04
C (0.4716, 0.2464, -0.8409)  -0.11
C (-0.6088, 1.1947, -0.3067)  -0.16
N (-1.7752, 0.4569, 0.1321)  -0.24
S (-2.8192, -0.0226, -1.0923)  0.61
O (-2.7949, 0.9909, -2.1015)  -0.28
O (-2.6145, -1.3882, -1.4850)  -0.28
C (-4.3553, 0.0576, -0.2215)  -0.62
C (-5.1953, -0.9657, 0.0958)  -0.14
C (-6.3296, -0.5229, 0.8090)  -0.17
C (-6.3167, 0.8216, 1.0147)  -0.39
S (-4.9261, 1.5757, 0.3393)  1.05
C (-1.4713, -0.5919, 1.0862)  -0.16
C (-0.3664, -1.5219, 0.5751)  -0.11
H (4.6027, -1.8559, -1.8397)  0.08
H (3.6110, -2.3897, -0.4728)  0.09
H (2.8518, -1.6152, -1.8586)  0.09
H (5.6369, 0.2735, -1.6962)  0.11
H (5.9017, 2.4611, -0.6085)  0.10
H (4.3317, 3.1587, 1.1663)  0.10
H (2.4935, 1.6514, 1.8337)  0.12
H (0.0774, -0.2670, -1.7265)  0.13
H (1.3696, 0.8029, -1.1112)  0.13
H (-0.2261, 1.7639, 0.5463)  0.13
H (-0.9406, 1.8796, -1.0866)  0.12
H (-4.9970, -1.9837, -0.1844)  0.12
H (-7.1127, -1.1753, 1.1494)  0.11
H (-7.0487, 1.4165, 1.5238)  0.07
H (-1.1599, -0.1141, 2.0206)  0.14
H (-2.3895, -1.1548, 1.2596)  0.12
H (-0.7410, -2.0851, -0.2848)  0.12
H (-0.0417, -2.2055, 1.3616)  0.13

As for the SMILES: Cc1ccccc1C(=O)N1CCN(S(=O)(=O)c2cccs2)CC1. Its total energy is -1752.10275 hartree. The calculation puts the molecular weight at 350.46 g/mol. The lowest unoccupied orbital energy is 0.39 eV. Its energy above the lowest of the compared OMol25 structures with the same formula, charge and spin is 127.2 kJ/mol. Its HOMO energy is -8.96 eV.

***

Entry 2:
# C16H18N2O5

One molecule with the formula C16H18N2O5 (ωB97M-V with the def2-TZVPD basis set, OMol25).

Last column: Löwdin charge in e.
Element x y z (Å)
C (4.3044, 0.2179, -0.9050)  -0.14
C (2.9439, 1.0944, -0.7257)  -0.25
C (2.6000, 1.9838, -2.0246)  -0.18
C (1.7034, 3.2820, -1.7030)  -0.18
O (0.4220, 3.3055, -2.4461)  -0.13
C (-0.5060, 2.6852, -1.5241)  -0.19
C (-1.3880, 3.5529, -0.5795)  0.04
C (-2.3526, 2.8455, 0.4427)  0.02
C (-2.4200, 1.3061, 0.4955)  -0.04
C (-1.5260, 0.4565, -0.4847)  -0.03
C (-0.5718, 1.1109, -1.5005)  0.08
C (-1.6240, -1.1493, -0.3556)  -0.21
O (-1.5661, -1.9242, -1.3475)  0.05
C (-1.8343, -1.6792, 1.1575)  0.00
C (-1.1023, -3.0305, 1.6542)  -0.16
N (-1.4255, -4.2197, 0.8157)  -0.13
C (-0.2428, -4.7590, 0.0870)  -0.15
C (-2.6531, -0.9048, 2.0418)  -0.10
O (-2.8649, -1.3308, 3.4163)  -0.08
N (-2.1515, -0.4268, 4.2061)  0.02
O (-1.0028, -0.7394, 4.1936)  0.08
C (-3.3339, 0.4696, 1.5280)  -0.22
O (-4.4745, 0.8521, 1.8785)  0.07
H (4.3790, -0.2598, -1.9502)  0.08
H (4.2930, -0.6707, -0.1644)  0.07
H (5.2428, 0.8368, -0.6807)  0.07
H (3.1386, 1.7702, 0.1904)  0.11
H (2.1033, 0.3709, -0.4304)  0.10
H (3.5686, 2.3275, -2.5190)  0.11
H (2.0387, 1.2884, -2.7593)  0.11
H (1.4368, 3.2772, -0.5921)  0.12
H (2.3154, 4.2443, -1.8789)  0.14
H (-1.3954, 4.6911, -0.5615)  0.11
H (-3.0012, 3.4272, 1.1810)  0.11
H (0.1044, 0.5328, -2.2297)  0.12
H (0.0296, -2.8191, 1.5187)  0.13
H (-1.2377, -3.2079, 2.7858)  0.12
H (-2.1805, -3.9842, 0.1541)  0.10
H (-0.4132, -5.8884, -0.0988)  0.09
H (0.7459, -4.6663, 0.6560)  0.08
H (-0.1015, -4.2685, -0.9414)  0.08

As for the SMILES: CCCCOc1ccc2c(c1)C(=O)C(CNC)=C(ON=O)C2=O. Its total energy is -1105.79314 hartree. The calculation puts the molecular weight at 318.33 g/mol. The lowest unoccupied orbital energy is -1.52 eV. Its energy above the lowest of the compared OMol25 structures with the same formula, charge and spin is 1214.2 kJ/mol. Its HOMO energy is -8.92 eV.

***

Entry 3:
# C16H18N2PtS2

C16H18N2PtS2 as an isolated structure (ωB97M-V with the def2-TZVPD basis set, OMol25).

Last column: Löwdin charge in e.
Element x y z (Å)
Pt (0.5245, -1.2690, -0.8959)  0.57
C (0.3669, 1.0670, -2.6057)  -0.08
N (-0.4173, 0.6950, -1.4069)  -0.27
C (-0.1810, 1.6536, -0.2771)  -0.15
C (0.2537, 0.9858, 1.0102)  -0.19
N (1.4604, 0.1973, 0.7799)  -0.27
C (2.6734, 0.9981, 0.5866)  -0.06
C (1.7087, -0.8275, 1.7788)  -0.31
C (1.4894, -0.5927, 3.1249)  -0.03
C (1.7491, -1.5835, 4.0654)  -0.08
C (2.2436, -2.8086, 3.6511)  -0.09
C (2.4700, -3.0455, 2.3006)  -0.11
C (2.2029, -2.0676, 1.3495)  -0.61
S (2.4340, -2.4118, -0.3866)  0.51
C (-1.8352, 0.5512, -1.7411)  -0.30
C (-2.5489, 1.6562, -2.1958)  -0.04
C (-3.8829, 1.5420, -2.5385)  -0.09
C (-4.5067, 0.3022, -2.4280)  -0.09
C (-3.7963, -0.7952, -1.9828)  -0.11
C (-2.4463, -0.6834, -1.6258)  -0.62
S (-1.6112, -2.0931, -1.0191)  0.54
H (0.2154, 2.1185, -2.8678)  0.09
H (1.4260, 0.8929, -2.4209)  0.08
H (0.0483, 0.4473, -3.4397)  0.10
H (0.5767, 2.3741, -0.5864)  0.11
H (-1.0959, 2.2092, -0.0729)  0.13
H (0.4041, 1.7602, 1.7755)  0.13
H (-0.5334, 0.3097, 1.3454)  0.13
H (2.8920, 1.6046, 1.4748)  0.10
H (3.5105, 0.3285, 0.3979)  0.08
H (2.5655, 1.6573, -0.2742)  0.08
H (1.1016, 0.3642, 3.4535)  0.11
H (1.5625, -1.3918, 5.1139)  0.10
H (2.4408, -3.5873, 4.3764)  0.10
H (2.8354, -4.0063, 1.9620)  0.10
H (-2.0519, 2.6166, -2.2843)  0.11
H (-4.4294, 2.4053, -2.8928)  0.10
H (-5.5485, 0.1921, -2.7003)  0.10
H (-4.2702, -1.7655, -1.9040)  0.10

Its total energy is -1645.68470 hartree. The calculation puts the molecular weight at 497.55 g/mol. The lowest unoccupied orbital energy (alpha / beta) is -0.48 / -0.48 eV. Its energy above the lowest of the compared OMol25 structures with the same formula, charge and spin is 139.1 kJ/mol. Its HOMO energy (alpha / beta) is -7.04 / -7.04 eV.

***

Entry 4:
# C16H18N4O2

One molecule with the formula C16H18N4O2 (ωB97M-V with the def2-TZVPD basis set, OMol25).

Last column: Löwdin charge in e.
Element x y z (Å)
C (-6.1352, -2.1390, -0.9167)  -0.09
O (-5.5606, -1.5815, 0.2405)  -0.08
C (-4.5026, -0.7380, 0.1018)  -0.27
C (-4.0005, -0.1943, 1.2866)  0.01
C (-2.9266, 0.6680, 1.2603)  -0.03
C (-2.3256, 1.0074, 0.0513)  -0.17
C (-1.1958, 1.9889, 0.0073)  -0.43
O (-1.3558, 3.1523, -0.3095)  0.08
N (0.0168, 1.4927, 0.3573)  -0.04
C (0.2663, 0.0834, 0.5960)  -0.12
C (1.6501, -0.0987, 1.2118)  -0.13
N (2.6571, 0.4277, 0.3227)  -0.06
C (3.8063, -0.2273, 0.0835)  -0.37
N (4.6419, 0.3178, -0.8133)  0.13
C (5.7753, -0.3194, -1.0285)  -0.14
C (6.1090, -1.5012, -0.3814)  -0.07
C (5.1690, -1.9811, 0.5200)  -0.14
N (4.0308, -1.3628, 0.7626)  0.12
C (2.3271, 1.6299, -0.4149)  -0.13
C (1.1836, 2.3511, 0.2827)  -0.11
C (-2.8327, 0.4783, -1.1245)  -0.01
C (-3.9095, -0.3928, -1.1074)  -0.01
H (-6.9602, -2.7573, -0.5668)  0.09
H (-5.4198, -2.7653, -1.4597)  0.10
H (-6.5228, -1.3644, -1.5860)  0.10
H (-4.4785, -0.4628, 2.2152)  0.12
H (-2.5560, 1.0938, 2.1815)  0.12
H (-0.4923, -0.3208, 1.2708)  0.12
H (0.2124, -0.4759, -0.3481)  0.14
H (1.8648, -1.1563, 1.3729)  0.11
H (1.6932, 0.4122, 2.1818)  0.13
H (6.4364, 0.1399, -1.7533)  0.11
H (7.0369, -2.0139, -0.5677)  0.09
H (5.3274, -2.8975, 1.0756)  0.11
H (2.0382, 1.3737, -1.4425)  0.13
H (3.2136, 2.2661, -0.4679)  0.12
H (1.4906, 2.6571, 1.2894)  0.13
H (0.8909, 3.2450, -0.2732)  0.13
H (-2.3854, 0.7519, -2.0688)  0.12
H (-4.2777, -0.7870, -2.0412)  0.10

As for the SMILES: COc1ccc(C(=O)N2CCN(c3ncccn3)CC2)cc1. Its total energy is -990.01707 hartree. The calculation puts the molecular weight at 298.35 g/mol. The lowest unoccupied orbital energy is 0.69 eV. Its energy above the lowest of the compared OMol25 structures with the same formula, charge and spin is 150.4 kJ/mol. Its HOMO energy is -8.33 eV.

***

Entry 5:
# C16H18N4O3S2

One molecule with the formula C16H18N4O3S2 (ωB97M-V with the def2-TZVPD basis set, OMol25).

Last column: Löwdin charge in e.
Element x y z (Å)
C (-4.1993, -2.6378, -2.7119)  -0.06
C (-3.0592, -3.6493, -2.7886)  -0.25
O (-1.9491, -3.1653, -3.5178)  -0.05
C (-1.1086, -2.2572, -2.9555)  -0.27
C (-0.1116, -1.7577, -3.7974)  0.01
C (0.8182, -0.8478, -3.3461)  0.00
C (0.7737, -0.4087, -2.0251)  -0.22
N (1.6835, 0.5142, -1.4896)  0.12
C (2.6538, 1.2095, -2.1228)  -0.54
O (2.9545, 1.1267, -3.2909)  0.07
C (3.3945, 2.1616, -1.1785)  -0.34
S (2.3950, 3.6257, -0.7301)  0.95
C (1.5198, 3.0479, 0.6437)  -0.93
N (1.5518, 1.8441, 1.0941)  0.00
N (0.7962, 1.6987, 2.2018)  -0.12
C (0.5559, 0.3885, 2.7670)  -0.13
C (1.0137, 0.2815, 4.2231)  -0.15
C (0.4901, 1.4351, 5.0996)  -0.10
C (-0.8632, 1.9383, 4.5878)  -0.52
O (-1.9162, 1.6269, 5.0808)  0.09
N (-0.7557, 2.8366, 3.5588)  0.13
C (0.0950, 2.7909, 2.6197)  -0.60
S (0.4864, 4.1490, 1.5624)  1.08
C (-0.2151, -0.9036, -1.1834)  -0.02
C (-1.1498, -1.8168, -1.6361)  -0.02
H (-4.5085, -2.3565, -3.7152)  0.08
H (-3.8889, -1.7388, -2.1849)  0.07
H (-5.0453, -3.0781, -2.1915)  0.08
H (-3.3841, -4.5311, -3.3478)  0.12
H (-2.7540, -3.9726, -1.7855)  0.11
H (-0.0869, -2.1058, -4.8174)  0.12
H (1.5774, -0.4697, -4.0094)  0.10
H (1.5550, 0.7162, -0.5014)  0.09
H (3.6948, 1.6732, -0.2532)  0.08
H (4.2616, 2.5647, -1.7002)  0.09
H (-0.5214, 0.1844, 2.7115)  0.14
H (1.0896, -0.3319, 2.1441)  0.13
H (2.1047, 0.2591, 4.2714)  0.11
H (0.6402, -0.6686, 4.6070)  0.12
H (1.1946, 2.2690, 5.0816)  0.12
H (0.3769, 1.0955, 6.1287)  0.12
H (-0.2626, -0.5667, -0.1568)  0.10
H (-1.8978, -2.1736, -0.9461)  0.10

As for the SMILES: CCOc1ccc(NC(=O)CSC2=NN3CCCC(=O)N=C3S2)cc1. Its total energy is -1861.62311 hartree. The calculation puts the molecular weight at 378.48 g/mol. The lowest unoccupied orbital energy is 0.36 eV. Its energy above the lowest of the compared OMol25 structures with the same formula, charge and spin is 0.0 kJ/mol. Its HOMO energy is -8.03 eV.